No. 1
{
  "formula": "C3H10ClN3",
  "method": "ωB97M-V/def2-TZVPD",
  "symbols": ["C", "C", "C", "N", "N", "N", "Cl", "H", "H", "H", "H", "H", "H", "H", "H", "H", "H"],
  "coordinates": [[-1.67107, 0.48578, -0.21156], [-0.11843, -0.58014, 0.31331], [1.14672, 0.20843, 0.05088], [1.25783, 0.46176, -1.29944], [-2.90706, -0.23779, -0.10499], [2.47783, -0.56421, 0.70252], [-0.11760, -2.25830, -0.07522], [-1.76526, 1.48240, 0.12314], [1.01241, 0.99350, 0.75383], [0.93307, 1.39498, -1.56356], [0.99258, -0.30617, -1.92626], [-3.77722, 0.13869, -0.46943], [-3.37528, -0.47539, 0.74938], [-2.93154, -1.21477, -0.42353], [2.48746, -0.25434, 1.64156], [2.29286, -1.51848, 0.44752], [3.22173, -0.05603, 0.24758]],
  "nbo_charge": [0.08, -0.01, 0.01, -0.80, -0.76, -0.70, 0.12, 0.21, 0.25, 0.43, 0.41, 0.48, 0.46, 0.46, 0.45, 0.45, 0.46],
  "multiplicity": 1,
  "total_charge": 2,
  "e_tot_ha": -743.925513,
  "homo_lumo_gap_ev": [9.074, 7.760],
  "e_above_lowest_kcal_mol": 124.2
}

***

No. 2
{
  "formula": "C23H34N4O2",
  "method": "ωB97M-V/def2-TZVPD",
  "symbols": ["C", "C", "C", "C", "C", "C", "C", "H", "H", "C", "C", "N", "O", "C", "N", "C", "N", "C", "H", "H", "H", "C", "H", "C", "C", "N", "C", "H", "C", "O", "C", "C", "H", "H", "H", "H", "H", "H", "H", "H", "H", "H", "H", "H", "H", "H", "C", "C", "H", "C", "H", "H", "C", "H", "H", "H", "H", "H", "H", "H", "H", "H", "H"],
  "coordinates": [[-0.83177, -3.67874, 3.09710], [-1.28110, -2.69691, 2.05806], [-2.22093, -1.72009, 2.35865], [-2.65122, -0.82433, 1.39698], [-2.15853, -0.88601, 0.09981], [-1.20223, -1.84994, -0.19985], [-0.77915, -2.74636, 0.76450], [-0.03883, -3.49205, 0.51078], [-0.77632, -1.89552, -1.19124], [-2.55309, 0.13965, -0.94710], [-1.46106, 1.14862, -0.83562], [-0.51440, 1.35191, -1.70418], [0.31399, 2.27106, -1.12200], [-0.21087, 2.55490, 0.07736], [-1.30526, 1.89659, 0.29930], [0.54996, 3.39158, 1.04635], [1.09027, 2.58647, 2.13357], [0.06551, 2.21441, 3.09074], [-0.39939, 3.11874, 3.47991], [0.53688, 1.68258, 3.91549], [-0.71199, 1.57414, 2.65274], [1.82684, 1.40799, 1.68331], [2.23012, 0.93537, 2.58407], [2.98806, 1.76234, 0.75843], [3.93463, 0.57868, 0.47443], [3.55566, -0.36916, -0.54858], [2.47453, -1.28330, -0.24664], [2.60238, -1.68099, 0.76183], [2.53282, -2.42135, -1.26913], [2.38623, -1.93333, -2.58123], [3.38634, -0.98563, -2.87493], [3.36575, 0.17690, -1.87931], [4.18076, 0.86743, -2.10446], [2.40424, 0.70636, -1.98297], [3.18421, -0.63332, -3.88776], [4.37519, -1.46847, -2.84210], [1.71727, -3.12947, -1.11555], [3.49736, -2.94248, -1.16933], [1.48186, -0.80745, -0.32082], [4.09824, 0.01321, 1.39638], [4.89968, 0.99028, 0.15980], [3.56362, 2.55639, 1.23850], [2.62123, 2.14164, -0.19500], [1.15525, 0.67547, 1.20735], [-0.10983, 4.14606, 1.47866], [1.36791, 3.88937, 0.52220], [-3.90330, 0.83136, -0.70097], [-4.24773, 1.40036, -2.07180], [-5.29396, 1.69238, -2.15413], [-3.87814, 0.26393, -3.02416], [-3.65478, 0.62721, -4.02576], [-4.71161, -0.43619, -3.09764], [-2.66447, -0.42561, -2.37920], [-1.74929, -0.21804, -2.93037], [-2.81074, -1.50482, -2.34450], [-3.62787, 2.27605, -2.27299], [-3.83367, 1.59869, 0.06799], [-4.64485, 0.08714, -0.40608], [-3.36812, -0.06602, 1.66807], [-2.61784, -1.65364, 3.36196], [-1.49969, -4.54087, 3.10720], [0.17395, -4.03502, 2.88594], [-0.84869, -3.23018, 4.08794]],
  "nbo_charge": [-0.63, -0.01, -0.21, -0.22, 0.08, -0.24, -0.21, 0.20, 0.22, -0.16, 0.35, -0.18, -0.29, 0.52, -0.52, -0.29, -0.42, -0.42, 0.20, 0.20, 0.20, -0.23, 0.20, -0.45, -0.19, -0.46, -0.25, 0.20, -0.07, -0.52, -0.07, -0.26, 0.20, 0.18, 0.19, 0.16, 0.18, 0.17, 0.18, 0.19, 0.20, 0.21, 0.21, 0.17, 0.23, 0.22, -0.39, -0.40, 0.21, -0.40, 0.21, 0.20, -0.40, 0.24, 0.22, 0.20, 0.23, 0.21, 0.22, 0.21, 0.22, 0.21, 0.22],
  "multiplicity": 1,
  "smiles": "Cc1ccc(C2(c3noc(CN(C)CCCN4CCOCC4)n3)CCCC2)cc1",
  "total_charge": 0,
  "e_tot_ha": -1266.278498,
  "homo_lumo_gap_ev": 9.047,
  "e_above_lowest_kcal_mol": 72.9
}

***

No. 3
{
  "formula": "C33H44AsN4ORuSSi",
  "method": "ωB97M-V/def2-TZVPD",
  "symbols": ["Ru", "C", "C", "N", "C", "C", "S", "C", "C", "N", "H", "H", "H", "H", "H", "H", "H", "H", "H", "H", "H", "H", "H", "H", "C", "C", "C", "C", "C", "C", "N", "N", "Si", "C", "C", "C", "H", "H", "H", "H", "H", "H", "H", "H", "H", "H", "H", "H", "H", "H", "H", "O", "As", "C", "C", "C", "C", "C", "C", "C", "C", "C", "C", "C", "C", "C", "C", "C", "C", "C", "C", "H", "H", "H", "H", "H", "H", "H", "H", "H", "H", "H", "H", "H", "H", "H"],
  "coordinates": [[-0.41891, 0.05934, 0.45337], [1.30389, 1.25635, -2.05089], [1.30093, 2.33547, -0.97536], [0.07677, 2.32039, -0.15748], [-1.10310, 3.00966, -0.69458], [-1.80137, 2.28483, -1.83577], [-2.11699, 0.51183, -1.53889], [-1.17500, -0.29485, -2.87772], [0.16880, -0.89680, -2.46110], [0.91467, -0.05921, -1.50654], [2.29678, 1.21515, -2.50556], [0.61552, 1.51827, -2.84975], [1.46135, 3.31173, -1.44414], [2.13371, 2.15464, -0.29270], [0.29327, 2.74743, 0.73662], [-0.85159, 4.01791, -1.04394], [-1.80127, 3.11759, 0.13720], [-1.25354, 2.36492, -2.77183], [-2.77207, 2.75166, -1.99683], [-1.07700, 0.43389, -3.68024], [-1.81248, -1.09318, -3.25405], [0.74706, -1.08633, -3.37204], [-0.00205, -1.86080, -1.97737], [1.74853, -0.56304, -1.22438], [-2.92105, 1.41087, 3.05195], [-1.50840, 1.23227, 3.50115], [-1.15199, 1.45524, 4.85613], [0.16361, 1.31219, 5.25861], [1.11802, 0.93637, 4.33358], [0.72142, 0.69261, 2.98993], [-0.60405, 0.87389, 2.62199], [1.48765, 0.29594, 1.99138], [3.24925, -0.03798, 2.05968], [3.67193, -0.76184, 0.39284], [3.61576, -1.27322, 3.40256], [4.11674, 1.59173, 2.31011], [-3.61841, 0.98621, 3.77318], [-3.07447, 0.94708, 2.07965], [-3.14848, 2.47661, 2.97011], [-1.92041, 1.73917, 5.56197], [0.44157, 1.48987, 6.28860], [2.15311, 0.81793, 4.61632], [3.04768, -1.63031, 0.16473], [4.70907, -1.10130, 0.38638], [3.58350, -0.02112, -0.40668], [2.86040, -2.05925, 3.43440], [3.68102, -0.82489, 4.39442], [4.58106, -1.74301, 3.20261], [3.88664, 2.30464, 1.51608], [5.19794, 1.43861, 2.30573], [3.85817, 2.05649, 3.26307], [-1.49352, -1.88800, 0.66403], [-2.53790, -2.94411, -0.54738], [-4.21031, -2.80611, 0.40761], [-5.09151, -3.88270, 0.44941], [-6.35779, -3.71994, 0.99482], [-6.74866, -2.48690, 1.49239], [-5.87683, -1.40714, 1.43840], [-4.61451, -1.56442, 0.88894], [-1.87823, -4.66857, -0.02441], [-2.20736, -5.29966, 1.17686], [-1.62601, -6.51576, 1.49454], [-0.72348, -7.10776, 0.61891], [-0.39570, -6.48815, -0.57731], [-0.97260, -5.26859, -0.89914], [-1.11930, -2.40325, 1.90797], [-1.95124, -2.24000, 3.00598], [-1.55203, -2.74998, 4.23282], [-0.34096, -3.41976, 4.35570], [0.48033, -3.57785, 3.24744], [0.09689, -3.06408, 2.01608], [-4.80005, -4.85031, 0.05900], [-7.03919, -4.55938, 1.02731], [-7.73596, -2.36373, 1.91657], [-6.18729, -0.44205, 1.81780], [-3.93212, -0.71948, 0.85304], [-2.90804, -4.84306, 1.86349], [-1.88042, -7.00704, 2.42418], [-0.28123, -8.06337, 0.86734], [0.29693, -6.95852, -1.26214], [-0.72552, -4.78902, -1.84047], [-2.90376, -1.74105, 2.88496], [-2.19724, -2.63895, 5.09470], [-0.04364, -3.82912, 5.31156], [1.41041, -4.12366, 3.33610], [0.70692, -3.20691, 1.13159]],
  "lowdin_charge": [1.20, -0.17, -0.17, -0.16, -0.25, -0.41, 0.86, -0.43, -0.26, -0.14, 0.14, 0.10, 0.14, 0.10, 0.11, 0.13, 0.12, 0.07, 0.09, 0.08, 0.07, 0.14, 0.09, 0.07, -0.01, -0.31, 0.04, -0.01, 0.04, -0.41, 0.05, 0.01, 0.44, -0.16, -0.14, -0.15, 0.10, 0.05, 0.10, 0.13, 0.13, 0.10, 0.03, 0.05, 0.02, 0.02, 0.04, 0.05, 0.03, 0.05, 0.03, -0.53, 1.41, -0.40, -0.10, -0.06, -0.06, -0.07, -0.14, -0.42, -0.11, -0.05, -0.05, -0.07, -0.13, -0.40, -0.03, -0.05, -0.06, -0.07, -0.04, 0.11, 0.12, 0.12, 0.11, 0.06, 0.11, 0.12, 0.12, 0.11, 0.09, 0.10, 0.12, 0.11, 0.11, 0.12],
  "multiplicity": 6,
  "total_charge": 2,
  "e_tot_ha": -4596.008872,
  "homo_lumo_gap_ev": [8.595, 5.870],
  "e_above_lowest_kcal_mol": 4.9
}